{
  "formula": "C74H169N11O11",
  "method": "the ωB97M-V functional and the def2-TZVPD basis",
  "species": ["O", "O", "O", "O", "O", "O", "O", "O", "O", "O", "O", "N", "N", "N", "N", "N", "N", "N", "N", "N", "N", "N", "C", "C", "C", "C", "C", "C", "C", "C", "C", "C", "C", "C", "C", "C", "C", "C", "C", "C", "C", "C", "C", "C", "C", "C", "C", "C", "C", "C", "C", "C", "C", "C", "C", "C", "C", "C", "C", "C", "C", "C", "C", "C", "C", "C", "C", "C", "C", "C", "C", "C", "C", "C", "C", "C", "C", "C", "C", "C", "C", "C", "C", "C", "C", "C", "C", "C", "C", "C", "C", "C", "C", "C", "C", "C", "H", "H", "H", "H", "H", "H", "H", "H", "H", "H", "H", "H", "H", "H", "H", "H", "H", "H", "H", "H", "H", "H", "H", "H", "H", "H", "H", "H", "H", "H", "H", "H", "H", "H", "H", "H", "H", "H", "H", "H", "H", "H", "H", "H", "H", "H", "H", "H", "H", "H", "H", "H", "H", "H", "H", "H", "H", "H", "H", "H", "H", "H", "H", "H", "H", "H", "H", "H", "H", "H", "H", "H", "H", "H", "H", "H", "H", "H", "H", "H", "H", "H", "H", "H", "H", "H", "H", "H", "H", "H", "H", "H", "H", "H", "H", "H", "H", "H", "H", "H", "H", "H", "H", "H", "H", "H", "H", "H", "H", "H", "H", "H", "H", "H", "H", "H", "H", "H", "H", "H", "H", "H", "H", "H", "H", "H", "H", "H", "H", "H", "H", "H", "H", "H", "H", "H", "H", "H", "H", "H", "H", "H", "H", "H", "H", "H", "H", "H", "H", "H", "H", "H", "H", "H", "H", "H", "H", "H", "H", "H", "H", "H", "H", "H", "H", "H", "H", "H", "H"],
  "xyz": [[2.5149, 0.5298, 0.1855], [-1.7613, -3.2199, -4.4946], [4.4416, -1.9154, -0.5742], [1.7098, -3.1570, -3.5525], [-4.0119, -6.7959, 5.4639], [-3.8957, -0.7629, 7.4675], [-2.8536, 3.9329, 1.6414], [-4.5462, -2.6498, 0.4142], [-4.6519, 5.1775, -4.3537], [6.3731, -0.0923, 4.4967], [4.3621, 3.6842, -2.6997], [2.1786, 5.3088, -3.5026], [-2.0062, -2.8086, -5.9131], [-3.0119, -5.7199, 5.2239], [1.1566, 0.0625, -0.2666], [6.3505, -2.6163, -2.7972], [-2.2630, 5.8654, 3.5278], [5.4480, 0.9455, 5.1153], [4.6446, -1.6720, -5.2793], [-3.7162, 4.1929, -4.8280], [-3.0919, 0.2990, 6.9051], [-4.2816, -4.0270, -3.0147], [-2.7179, 3.1787, -6.8240], [7.6258, -0.6432, -2.1935], [-3.3201, -5.2323, 3.8441], [0.4465, -0.4928, 0.8988], [2.4580, 6.6882, -1.5191], [5.3603, -1.0418, -1.2019], [0.2877, 0.3826, 2.1444], [0.4307, 2.5071, -0.1908], [7.0649, 1.3542, 6.8682], [-2.5544, 1.8740, 5.2356], [-0.5990, 5.8893, 1.6482], [-1.4038, -1.6884, -8.4520], [-3.4669, 0.6977, 5.5538], [5.0377, 2.6402, -2.0940], [-1.6674, -0.0146, 7.2600], [7.2991, 2.6530, 4.7734], [6.6473, -1.6906, -1.6616], [-2.1854, -4.2808, 3.5111], [-2.7202, 3.9922, -2.6313], [3.4494, -2.5184, -5.1763], [-1.2033, -1.3892, 6.7178], [-1.5343, 3.2129, -4.6026], [-1.4068, -3.2392, -8.2725], [-0.7764, -4.8710, 3.5822], [-1.9790, -1.3422, -6.0245], [-1.5724, -0.0223, 8.8123], [-0.6140, -5.3445, 5.0381], [-1.6961, 0.2661, -0.3548], [3.1675, 5.7843, -2.5102], [-4.8836, 1.1654, 5.6692], [-1.0859, 1.5629, 5.3885], [4.8189, -2.2711, 0.7629], [1.1272, -1.7940, 1.2627], [6.2980, 2.0147, 5.7327], [-4.5981, -4.3862, 3.9569], [-3.0029, 5.2618, 1.2526], [3.7873, -4.0162, -5.3252], [-1.1167, -3.6472, -6.8307], [-1.5817, -5.0634, -6.6725], [-1.5552, -6.3200, 7.0396], [-2.0417, 6.1021, 2.0950], [3.5241, -0.1060, 4.1635], [-0.9131, -0.8873, 0.3717], [-3.5205, 5.5141, -7.0285], [-2.3220, -1.0508, -7.4662], [-1.3553, 3.2675, -6.1549], [0.5622, 1.2308, -0.9907], [3.5090, 2.3008, 4.7245], [-0.7372, 1.1041, 6.7883], [-0.8029, 0.7161, -1.4790], [4.7607, 1.5001, 2.7095], [-4.7311, -2.7999, -0.9771], [5.3407, 3.0293, 6.2888], [-1.6813, -6.3134, 5.5190], [-3.7288, 4.1805, -6.3412], [-3.7493, 3.0387, 0.9735], [-5.0386, -1.4849, 0.9688], [1.4205, 1.4883, -2.2606], [-2.4583, -3.7723, -1.3391], [-5.1347, 3.6951, -6.7340], [-1.8112, 5.6898, -4.1556], [-2.4509, 4.3147, -4.0766], [4.3493, 1.1961, 4.1401], [-3.9586, -3.9442, -1.5925], [1.2117, -2.9957, -2.2308], [-3.3930, -0.3665, 4.4372], [3.9071, 4.6547, -1.7623], [-3.1225, -0.7782, -5.2045], [4.2838, 3.4999, 5.3188], [0.3666, -3.5267, -6.5200], [-1.4382, -7.6892, 4.9292], [-0.6929, -0.6874, -5.4863], [-3.4596, -6.2590, 2.7400], [2.7577, -2.2244, -3.8369], [-0.7027, 0.8961, 4.6132], [-5.4840, 2.8081, -6.1907], [-2.6556, -5.1924, -6.7688], [-4.0153, 5.6099, 1.4959], [-5.5242, -4.9249, 4.1558], [3.2849, -0.5036, 5.1555], [-0.7095, 2.4682, -6.5290], [-5.8063, 4.5346, -6.5799], [-0.7036, -3.6911, -8.9655], [-0.3215, 6.0376, 0.5963], [-3.8784, -3.1866, -3.4287], [-0.6449, -0.0509, -2.2635], [-0.3292, 2.4121, 0.5862], [3.2201, 6.9935, -0.7895], [2.3483, -1.1999, -3.7968], [-3.3430, -1.4471, -7.6160], [-4.6702, -3.9271, 2.9705], [-2.4428, 5.6630, -6.9653], [-3.8244, 2.0916, 1.5159], [-1.1857, 1.6177, -1.9792], [0.9538, -1.9366, -2.0758], [-2.6029, -0.1786, -0.7812], [1.3760, 2.8094, 0.2559], [-4.0496, -1.3356, -5.3870], [4.6999, 4.1312, 4.5142], [-3.1781, 2.2188, -6.5405], [-4.3624, 6.0901, -4.5177], [-4.9894, -1.5655, 2.0575], [-2.3834, -3.9439, 2.4855], [3.9491, 6.3101, -3.0648], [-0.3959, -1.2524, -8.4372], [-3.9538, -1.2579, 4.7414], [-3.7741, -5.7978, 1.7941], [-0.7413, -1.6874, -0.3552], [-0.7369, -5.7363, 2.9009], [-2.3674, 0.0423, -7.5234], [0.8643, -4.2948, -7.1259], [2.6114, 0.1733, 3.6392], [6.8373, 3.3601, 4.0681], [-2.0113, 1.1283, 0.2475], [-4.5300, -1.8642, -1.5414], [2.9634, -4.7202, -5.2813], [-2.9033, -0.8336, -4.1284], [0.2873, -3.5795, -2.1408], [5.6541, -2.9788, 0.8432], [1.9232, -3.2930, -1.4472], [5.9532, 3.8534, 6.6797], [0.0929, 3.3106, -0.8637], [-1.7940, -1.5097, -9.4640], [-3.7789, 5.4883, -8.0928], [-1.6856, 6.3852, 4.1734], [-1.6522, -2.2211, 7.2753], [-4.3236, -4.8685, -1.1168], [-1.2581, -5.4473, -5.6973], [4.7315, 5.0187, -1.1141], [0.4669, -2.2201, 2.0247], [8.4909, -1.1585, -2.6348], [-4.7381, 3.5099, 0.9471], [5.3203, -1.8770, -4.5438], [-2.8189, 5.4157, 0.1691], [-2.0546, -2.8593, -1.8031], [-2.3621, 6.3882, -3.5228], [2.2702, 2.1542, -2.1478], [3.0821, -0.1743, -0.1419], [5.1566, -1.7623, -6.1443], [4.8369, 2.5815, 7.1532], [-3.6501, -4.7213, -3.4126], [7.1038, -2.1984, -0.7821], [4.5674, -4.3164, -4.6153], [-0.0188, -4.1477, 3.2388], [-1.4415, -1.5448, 5.6567], [-0.5601, 1.0796, 2.1365], [3.8472, 1.5649, 2.1149], [-5.1204, 1.6114, 4.7052], [-5.6388, 0.4258, 5.9137], [-3.3350, 0.2789, -5.4282], [1.7089, 6.0991, -0.9788], [8.0042, -0.0884, -1.3384], [2.8976, 1.8106, 5.4950], [-2.7631, 2.7400, 5.8906], [4.5277, 2.2308, -1.1975], [-6.0919, -1.3176, 0.6962], [0.1401, -0.7104, -6.1897], [1.4863, 4.7124, -3.0608], [-2.0102, 2.2570, -4.3748], [5.3075, 2.4396, 2.6048], [-1.7979, 4.0012, -2.0360], [3.6059, 4.1377, 5.8976], [-2.5683, -6.8414, 2.5671], [-1.0630, -5.6440, -7.4278], [-2.3999, -3.6581, -8.4974], [0.0433, 6.4670, 2.3199], [2.8084, 2.6523, 3.9394], [7.2057, 0.0696, -2.9188], [7.5127, 2.1698, 7.4495], [-4.0032, 6.3595, -6.5381], [-3.7036, -1.5850, 6.9912], [-0.5632, -7.6244, 4.2851], [-3.1033, 2.9689, -2.6806], [5.6438, -3.3124, -2.6052], [-0.8206, -3.0611, -4.3080], [-4.2641, -6.9121, 3.0756], [-0.4546, 4.8479, 1.9463], [4.2755, -4.0946, -6.3080], [4.0162, -0.8688, 3.5525], [-3.9870, 0.0427, 3.6118], [-0.8028, 5.6139, -3.7246], [-4.5235, -6.4498, 6.1987], [-0.8897, 0.3632, -5.2395], [-1.9837, -4.6049, -1.8787], [2.0832, -1.5930, 1.7431], [-0.5785, 2.5270, 5.2536], [-1.4976, -1.3268, 1.1953], [4.8485, -0.6508, -2.0978], [3.5634, -2.3012, -3.0769], [0.6852, -3.6339, -5.4850], [-2.3005, 4.8839, 3.7576], [0.3209, 0.8552, 6.9451], [3.9169, -2.7356, 1.1498], [-5.1141, 3.4964, -7.8076], [7.1385, -3.0398, -3.2607], [7.8117, 0.5969, 6.5778], [-2.0693, -0.8525, 9.3044], [1.2392, -2.4976, 0.4330], [6.0697, 2.9438, -1.7879], [-0.1166, -1.4872, 6.8210], [7.9331, 3.2750, 5.4218], [-2.2590, -3.3740, 4.1264], [-2.3801, 7.1361, 1.9109], [2.7631, -2.2040, -5.9789], [3.1796, 4.1123, -1.1101], [-0.6006, 3.2449, -4.0326], [-3.4909, 4.6208, -2.1900], [-0.5314, 0.0569, 9.1479], [1.2134, 0.9406, 2.2590], [0.7739, 1.9120, -3.0365], [5.0128, -1.3756, 1.3746], [5.3745, 0.6867, 2.2919], [-0.7671, -4.4666, 5.6673], [-2.7593, 2.1875, 4.1902], [-2.4188, -0.6462, 4.0345], [1.7784, 0.5239, -2.6089], [5.1089, 1.8640, -2.8492], [6.8752, 0.2585, 3.7342], [-2.7383, 3.2390, -7.9173], [-2.1382, -3.8247, -0.2930], [-2.2988, -8.0490, 4.3638], [-1.6000, -5.3151, 7.4673], [-4.9024, 1.9696, 6.4043], [-4.4440, -0.6177, 0.6282], [-3.4522, 2.8562, -0.0685], [-4.4431, -3.5997, 4.7102], [-0.5795, -6.7574, 7.2781], [2.0084, 7.5741, -1.9591], [-1.2067, -8.4147, 5.7187], [5.5829, -0.1938, -0.5210], [-0.8590, 4.1992, -6.4649], [-5.7960, -3.0517, -1.1198], [6.2633, 0.9084, 7.4631], [-1.7254, 6.1298, -5.1413], [-0.9953, 1.9308, 7.4644], [0.7312, -2.5820, -6.9254], [2.6366, 4.7151, -4.1812], [-2.2962, -6.9721, 7.5032], [-2.0849, 0.8943, 9.1202], [0.3404, -5.7778, 5.3561], [7.9510, 1.9724, 4.2223], [0.1903, -0.2547, 3.0376], [-0.3864, -1.1957, -4.5716]],
  "forces_ev_per_angstrom": [[-1.453, -0.310, -0.133], [-0.199, 0.486, -1.721], [0.449, -0.077, 0.389], [0.439, 0.060, 0.030], [0.856, 0.724, 0.027], [0.007, 0.763, -0.613], [-0.049, -1.509, -0.219], [1.194, -1.212, -0.145], [-0.206, -0.620, 0.125], [-1.028, 0.743, 0.914], [-0.381, 1.177, 0.006], [0.432, 0.054, 0.213], [0.578, -1.035, 0.982], [-1.161, -1.227, -0.446], [1.647, 1.403, 0.209], [-0.452, 0.662, 0.591], [-0.518, -0.132, -0.588], [1.916, -1.232, -1.177], [-0.149, 0.314, 0.554], [-0.383, 0.853, -0.337], [1.124, -0.945, 1.479], [0.457, 0.341, 0.011], [-0.439, -1.006, 0.509], [0.287, -0.176, 0.434], [0.626, 0.615, 1.118], [-0.522, 0.123, -0.620], [0.882, -0.284, 0.534], [-0.166, 0.580, -0.343], [0.475, 0.034, 0.252], [-0.466, 0.323, 0.088], [-0.553, 0.170, 0.394], [-0.214, 0.410, -0.592], [0.117, -0.570, 1.169], [-0.013, -0.956, -1.248], [0.559, -0.832, 0.393], [0.964, -0.521, 0.509], [0.153, -1.080, 0.442], [0.033, 1.210, 0.125], [0.254, -0.783, -0.935], [0.315, 0.991, -1.022], [-0.446, -0.808, 0.148], [-0.305, -0.242, -0.129], [-0.019, -0.103, -0.169], [0.012, -0.096, -1.264], [-0.415, 1.273, 0.372], [-0.423, -0.853, 0.398], [0.183, -0.154, 0.696], [-0.243, 0.671, -0.442], [0.104, 0.967, 0.087], [0.351, -1.350, 0.022], [-0.168, -0.540, -0.433], [-0.466, 1.130, -0.491], [0.993, 0.727, -0.237], [-0.696, 0.116, -0.120], [0.035, 0.019, 0.947], [0.191, -1.384, -1.715], [0.559, 0.218, -0.441], [-0.118, 0.716, 0.451], [0.714, 0.474, -0.642], [-0.740, 0.878, 0.984], [0.604, -0.788, 0.742], [0.306, -0.632, 0.164], [-0.428, 1.030, -0.388], [-0.125, 0.412, -1.051], [-1.364, 0.515, -0.275], [1.278, 0.309, 0.277], [-0.463, 0.414, 0.329], [0.288, 0.563, 0.299], [0.678, -1.105, -0.415], [-0.796, 0.791, 0.289], [-1.216, 0.292, 0.281], [0.408, 1.323, -0.715], [0.210, -0.105, -0.238], [-1.622, 0.257, -0.381], [0.162, 0.311, 0.624], [-0.575, 0.622, 0.128], [-1.432, -0.058, 0.966], [-0.140, 0.765, 0.030], [-0.388, 0.818, -0.091], [-0.533, -0.296, 0.288], [0.389, -0.720, -0.507], [0.208, 0.270, -0.155], [0.554, 0.280, 0.511], [0.098, 0.308, -0.891], [0.971, -0.825, 0.987], [0.473, 0.061, 0.988], [-0.365, 0.462, -0.245], [-0.772, 0.073, -0.118], [-0.898, -0.720, 0.139], [-0.761, -0.004, 0.887], [-0.342, -0.021, -0.375], [0.310, 0.000, -1.023], [0.022, -0.558, -0.017], [0.019, 0.204, -0.478], [-0.904, -0.366, 0.245], [0.517, -0.036, 0.333], [-0.141, -0.105, 0.098], [0.234, 0.273, -0.052], [-0.075, 0.169, -0.058], [-0.137, -0.127, -0.188], [0.203, -0.215, 0.061], [0.263, 0.337, -0.145], [-0.040, -0.068, 0.223], [-0.376, -0.160, 0.123], [0.214, -0.199, 0.073], [-0.393, 0.097, 0.267], [-0.271, 0.105, -0.174], [-0.137, 0.176, 0.485], [0.154, 0.196, 0.026], [-0.343, 0.202, 0.084], [0.210, -0.220, -0.137], [0.295, 0.254, -0.046], [-0.418, 0.308, -0.006], [0.063, 0.588, -0.339], [0.245, 0.213, 0.026], [-0.442, -0.391, -0.141], [0.081, -0.136, 0.204], [-0.029, 0.129, 0.129], [0.057, -0.053, 0.031], [0.185, 0.011, 0.010], [-0.047, -0.271, 0.240], [0.348, -0.107, -0.266], [0.491, -0.308, -0.254], [0.137, -0.024, -0.133], [0.047, 0.108, 0.016], [-0.202, 0.268, -0.062], [-0.104, -0.246, 0.160], [0.278, -0.081, 0.014], [0.135, 0.080, 0.291], [-0.268, 0.097, -0.058], [0.187, 0.236, 0.084], [0.027, -0.071, -0.435], [0.101, -0.026, 0.278], [-0.348, -0.385, 0.069], [0.030, -0.340, 0.061], [0.266, -0.487, 0.191], [0.119, -0.165, 0.334], [-0.220, 0.121, 0.092], [-0.057, -0.041, -0.184], [0.295, -0.043, -0.035], [-0.077, 0.220, -0.265], [0.058, -0.028, -0.330], [-0.270, 0.042, -0.066], [0.134, -0.112, 0.128], [0.199, 0.156, 0.115], [-0.170, -0.082, 0.289], [0.139, -0.071, -0.322], [0.052, 0.155, -0.053], [0.263, 0.149, -0.035], [-0.220, -0.050, -0.142], [-0.238, 0.011, -0.406], [0.249, -0.404, -0.043], [-0.235, 0.229, -0.035], [-0.111, -0.184, 0.015], [-0.251, -0.073, 0.124], [0.025, -0.095, 0.400], [-0.337, -0.043, 0.160], [-0.023, 0.085, -0.019], [0.074, 0.043, 0.332], [0.107, -0.334, -0.157], [-0.364, -0.160, -0.316], [0.020, 0.000, -0.036], [-0.304, -0.186, 0.002], [-0.063, 0.115, -0.507], [-0.256, 0.090, 0.179], [-0.226, -0.261, 0.377], [0.099, 0.142, 0.233], [0.193, -0.239, -0.174], [0.088, -0.022, -0.163], [-0.411, 0.108, -0.134], [0.205, -0.264, 0.051], [0.291, -0.271, -0.085], [-0.072, 0.174, -0.065], [0.119, 0.287, 0.016], [0.041, 0.439, 0.113], [-0.265, -0.413, -0.172], [-0.028, 0.208, -0.339], [0.074, 0.035, -0.020], [-0.002, -0.023, 0.022], [-0.017, 0.025, 0.224], [-0.028, -0.116, 0.078], [-0.028, -0.009, 0.073], [-0.199, 0.131, -0.093], [-0.109, -0.038, -0.343], [0.254, -0.142, -0.055], [-0.052, -0.355, -0.199], [0.150, 0.411, -0.181], [0.146, 0.117, -0.358], [0.244, -0.152, 0.407], [-0.072, -0.437, 0.173], [0.200, -0.335, 0.039], [-0.182, -0.081, -0.139], [0.150, 0.065, -0.174], [-0.027, -0.300, -0.236], [-0.093, -0.016, 0.579], [0.093, -0.059, 0.267], [0.008, -0.017, -0.143], [0.038, -0.374, -0.328], [0.561, -0.168, -0.420], [-0.212, -0.255, 0.105], [-0.019, -0.037, 0.281], [0.223, -0.071, -0.105], [-0.141, 0.197, -0.156], [-0.033, 0.098, 0.115], [0.064, -0.175, -0.006], [0.217, 0.119, 0.217], [0.158, -0.127, -0.048], [0.213, -0.197, -0.314], [0.059, 0.145, -0.167], [0.102, -0.020, 0.309], [-0.514, 0.011, 0.021], [-0.219, -0.043, -0.032], [0.198, -0.062, 0.018], [-0.320, -0.078, -0.161], [0.108, -0.217, 0.272], [-0.130, -0.158, -0.023], [0.276, 0.004, 0.338], [-0.422, 0.465, -0.013], [0.038, -0.182, -0.169], [-0.022, 0.305, 0.073], [-0.531, -0.175, -0.115], [-0.146, 0.020, 0.060], [0.160, -0.117, -0.338], [0.121, -0.172, 0.133], [0.338, -0.121, -0.038], [0.226, -0.264, 0.122], [0.267, 0.449, -0.007], [0.079, 0.065, -0.320], [0.126, 0.130, 0.017], [-0.122, -0.204, -0.159], [0.007, 0.308, 0.187], [0.081, -0.039, 0.041], [0.128, -0.145, -0.229], [-0.187, 0.272, 0.071], [0.286, 0.340, -0.004], [0.067, -0.024, 0.463], [0.046, 0.116, 0.263], [0.103, -0.075, -0.183], [0.138, -0.275, 0.032], [-0.564, 0.461, 0.486], [0.458, -0.127, 0.106], [-0.287, 0.098, -0.073], [0.206, -0.073, 0.126], [-0.146, -0.124, -0.110], [-0.220, -0.084, 0.125], [-0.204, -0.032, 0.177], [0.121, 0.011, 0.165], [-0.152, -0.265, -0.170], [-0.026, 0.123, 0.139], [-0.019, -0.114, -0.157], [-0.145, 0.056, -0.210], [0.022, -0.244, -0.214], [-0.006, -0.092, 0.238], [0.058, 0.358, -0.251], [0.466, -0.319, 0.285], [0.053, -0.114, -0.189], [0.350, 0.135, -0.112], [0.125, 0.044, 0.243], [0.130, -0.059, -0.091], [-0.127, 0.109, -0.025], [0.067, -0.102, 0.212], [0.090, 0.125, -0.514], [-0.162, -0.100, 0.190], [-0.038, 0.112, -0.312], [0.092, 0.151, 0.061]],
  "largest_force_ha_per_bohr": 0.0499,
  "e_homo_ha": -0.3166,
  "energy_ha": -4350.54307,
  "gap_ev": 8.91,
  "smiles": "CC1(C)CCCC(C)(C)N1O.CC1(C)CCCC(C)(C)N1O.CC1(C)CCCC(C)(C)N1O.CC1(C)CCCC(C)(C)N1O.CC1(C)CCCC(C)(C)N1O.CC1(C)CCCC(C)(C)N1O.COC[C@H](C)N.COC[C@H](C)N.COC[C@H](C)N.COC[C@H](C)N.COC[C@H](C)N"
}